Computed, not measured: a molecular structure, C47H52HfN7O2PS4Si, with ωB97M-V/def2-TZVPD.

## Properties
Frontier orbital gap (eV): 6.88
HOMO (eV): -7.266
F_max (eV/Å): 0.599
Energy above the lowest of the compared OMol25 structures with the same formula, charge and spin (eV): 0.141

Geometry as ORCA input:
```
! wB97M-V def2-TZVPD RIJCOSX def2/J DEFGRID3
* xyz 0 1
Hf -0.187 0.470 -0.745
C -6.798 -2.661 0.010
Si -5.580 -1.565 -0.908
C -6.287 0.156 -1.037
C -5.277 -2.317 -2.594
C -3.990 -1.536 0.112
C -3.896 -2.198 1.322
C -2.719 -2.183 2.079
C -1.646 -1.485 1.587
N -1.701 -0.837 0.415
C -2.834 -0.845 -0.320
S -2.707 0.054 -1.794
H -7.724 -2.734 -0.565
H -7.055 -2.256 0.992
H -6.418 -3.676 0.149
H -7.185 0.161 -1.661
H -5.564 0.847 -1.474
H -6.561 0.537 -0.051
H -6.230 -2.512 -3.092
H -4.741 -3.266 -2.509
H -4.687 -1.649 -3.222
H -4.752 -2.746 1.700
H -2.648 -2.698 3.027
H -0.708 -1.424 2.123
C 3.540 -1.131 -2.459
O 2.391 -0.377 -2.783
C 2.698 0.858 -3.389
C 1.433 1.677 -3.351
O 1.037 1.901 -1.993
C 1.692 3.046 -1.409
H 4.113 -1.383 -3.359
H 3.198 -2.055 -1.990
H 4.182 -0.583 -1.762
H 3.018 0.715 -4.430
H 3.508 1.358 -2.845
H 0.612 1.146 -3.835
H 1.549 2.643 -3.844
H 1.367 3.932 -1.957
H 2.771 2.915 -1.447
H 1.371 3.111 -0.376
N 3.271 -9.542 0.545
C 2.818 -8.559 0.158
C 2.252 -7.330 -0.326
C 2.059 -7.141 -1.691
C 1.522 -5.955 -2.157
C 1.166 -4.957 -1.260
C 1.350 -5.143 0.107
C 1.896 -6.324 0.569
N 0.626 -3.737 -1.739
C 0.067 -3.482 -2.983
C -0.295 -2.177 -2.977
N 0.039 -1.622 -1.762
C 0.584 -2.576 -1.048
H 2.339 -7.920 -2.386
H 1.401 -5.809 -3.221
H 1.062 -4.381 0.818
H 2.041 -6.472 1.631
H -0.057 -4.243 -3.730
H -0.800 -1.608 -3.736
H 0.968 -2.447 -0.050
N 1.054 0.193 0.650
C 1.595 -0.460 1.714
C 1.211 -0.172 3.043
C 1.665 -0.936 4.104
C 2.544 -1.996 3.905
C 2.994 -2.249 2.616
C 2.546 -1.491 1.543
H 0.509 0.639 3.203
H 1.326 -0.701 5.107
H 2.894 -2.589 4.739
H 3.716 -3.040 2.443
H 2.936 -1.666 0.546
N 7.079 1.333 1.124
C 5.758 1.405 0.852
S 5.216 2.029 -0.605
N 4.906 0.969 1.800
C 5.265 0.467 3.082
C 6.131 -0.614 3.213
C 6.468 -1.077 4.475
C 5.926 -0.483 5.606
C 5.044 0.579 5.470
C 4.719 1.060 4.212
H 7.685 1.808 0.478
H 7.405 1.166 2.062
H 3.924 1.031 1.565
H 6.520 -1.097 2.326
H 7.144 -1.917 4.573
H 6.185 -0.852 6.590
H 4.611 1.041 6.348
H 4.036 1.892 4.095
S -1.739 3.206 -3.093
P -2.181 3.622 -1.220
S -1.287 2.588 0.316
C -1.823 5.384 -0.865
C -1.461 5.826 0.403
C -1.255 7.179 0.639
C -1.415 8.098 -0.387
C -1.779 7.661 -1.654
C -1.980 6.311 -1.893
C -3.979 3.546 -0.933
C -4.850 3.667 -2.009
C -6.219 3.736 -1.791
C -6.722 3.679 -0.500
C -5.854 3.543 0.576
C -4.486 3.477 0.362
H -1.327 5.111 1.204
H -0.967 7.513 1.627
H -1.253 9.152 -0.202
H -1.901 8.374 -2.460
H -2.245 5.963 -2.883
H -4.447 3.700 -3.013
H -6.893 3.828 -2.633
H -7.790 3.728 -0.331
H -6.244 3.487 1.585
H -3.810 3.363 1.200
*
```

Computed, not measured: a molecular structure, C47H54BiN2O4PS3Se2 at a distorted geometry, with ωB97M-V/def2-TZVPD.

## Properties
Frontier orbital gap (alpha / beta) (eV): 4.43 / 4.44
HOMO (alpha / beta) (eV): -1.805 / -1.806
F_max (eV/Å): 6.249
Energy above the lowest of the compared OMol25 structures with the same formula, charge and spin (eV): 1.247

Geometry as ORCA input:
```
! wB97M-V def2-TZVPD RIJCOSX def2/J DEFGRID3
* xyz -2 1
Bi 7.325 6.031 20.064
C 3.133 2.222 26.163
C 4.331 1.278 26.259
C 3.855 -0.168 26.441
C 5.051 1.645 27.579
C 5.276 1.478 25.046
C 5.254 2.574 24.260
C 6.246 2.893 23.262
N 6.035 3.708 22.257
C 4.926 4.453 22.034
C 4.129 4.999 23.038
C 2.848 5.486 22.769
C 2.296 5.165 21.498
C 3.126 4.889 20.397
C 4.503 4.726 20.629
O 5.403 4.957 19.720
C 2.636 4.949 18.949
C 3.130 3.712 18.112
C 3.042 6.293 18.256
C 1.093 4.965 18.877
C 2.026 6.318 23.734
C 2.912 6.766 24.925
C 0.835 5.436 24.216
C 1.533 7.578 23.007
C 7.626 2.275 23.466
O 8.293 2.059 21.929
C 7.536 0.886 24.096
C 6.412 0.607 24.811
C 8.732 -0.019 24.193
C 8.423 -1.377 23.568
C 9.035 -0.224 25.721
C 10.003 0.453 23.498
H 2.374 1.954 26.892
H 2.745 2.172 25.170
H 3.424 3.255 26.312
H 3.101 -0.250 27.239
H 4.647 -0.855 26.780
H 3.408 -0.574 25.526
H 4.446 1.366 28.461
H 5.452 2.663 27.693
H 5.930 1.021 27.670
H 4.322 3.165 24.260
H 4.459 4.949 24.080
H 1.256 5.366 21.276
H 4.212 3.709 18.043
H 2.682 3.799 17.113
H 2.818 2.769 18.561
H 4.138 6.452 18.207
H 2.622 7.150 18.803
H 2.680 6.195 17.206
H 0.660 4.125 19.324
H 0.771 5.028 17.840
H 0.714 5.852 19.377
H 3.227 5.948 25.563
H 2.380 7.400 25.627
H 3.753 7.350 24.548
H 1.247 4.466 24.402
H 0.142 5.279 23.368
H 0.279 5.851 25.044
H 2.379 8.156 22.628
H 0.979 8.171 23.743
H 0.821 7.355 22.169
H 6.384 -0.337 25.360
H 7.497 -1.786 23.965
H 9.197 -2.084 23.845
H 8.324 -1.307 22.454
H 8.201 -0.689 26.291
H 9.334 0.747 26.210
H 9.852 -0.923 25.804
H 9.926 0.579 22.407
H 10.812 -0.277 23.704
H 10.313 1.383 23.941
Se 9.625 3.288 22.084
P 11.398 4.429 20.079
Se 10.580 6.482 19.762
C 12.060 3.950 18.475
C 12.677 2.668 18.361
C 13.062 2.264 17.087
C 12.964 3.071 15.937
C 12.400 4.338 16.108
C 12.013 4.795 17.376
C 12.807 4.485 21.272
C 13.278 3.236 21.730
C 14.334 3.211 22.667
C 14.909 4.395 23.140
C 14.464 5.643 22.619
C 13.417 5.681 21.683
H 12.824 2.023 19.232
H 13.412 1.216 17.026
H 13.302 2.738 14.950
H 12.202 4.945 15.225
H 11.626 5.813 17.551
H 12.832 2.285 21.456
H 14.675 2.209 22.966
H 15.650 4.323 23.954
H 14.915 6.546 23.025
H 13.131 6.610 21.173
S 7.213 7.656 22.285
C 6.492 9.042 21.647
C 6.238 10.088 22.609
C 5.726 11.324 22.272
C 5.376 11.575 20.938
C 5.472 10.578 19.952
C 6.163 9.360 20.254
S 6.489 8.280 18.928
H 6.385 9.839 23.669
H 5.646 12.066 23.081
H 4.928 12.515 20.669
H 5.054 10.747 18.932
S 8.145 4.287 15.543
C 8.141 5.044 16.939
N 8.041 5.704 17.930
O 8.794 4.827 21.628
O 8.543 3.116 24.016
*
```

Computed, not measured: a molecular structure, C47H54BrClCoN2O3S at a distorted geometry, with ωB97M-V/def2-TZVPD.

## Properties
Frontier orbital gap (alpha / beta) (eV): 7.32 / 5.70
HOMO (alpha / beta) (eV): -4.941 / -4.938
F_max (eV/Å): 1.086
Energy above the lowest of the compared OMol25 structures with the same formula, charge and spin (eV): 2.743

Geometry as ORCA input:
```
! wB97M-V def2-TZVPD RIJCOSX def2/J DEFGRID3
* xyz -1 5
Co 0.432 0.767 0.584
C -0.101 0.883 4.183
C 1.268 0.385 4.662
C 1.375 -1.144 4.610
C 2.421 1.085 3.948
C 3.202 1.935 4.727
C 4.283 2.627 4.205
C 4.560 2.494 2.859
C 3.804 1.671 2.026
C 4.120 1.747 0.532
C 5.564 1.355 0.188
C 3.891 3.180 0.026
C 2.730 0.912 2.573
N 1.898 0.051 1.813
C 2.315 -0.940 0.944
C 1.538 -1.928 -0.764
N 0.470 -1.913 -1.628
C 0.008 -2.731 -2.599
C -0.387 -2.099 -3.822
C -0.870 -2.891 -4.851
C -1.043 -4.263 -4.699
C -0.729 -4.864 -3.489
C -0.194 -4.134 -2.440
C 0.046 -4.792 -1.101
C 0.851 -6.089 -1.211
C -1.294 -5.025 -0.396
C -0.268 -0.602 -4.053
C -1.241 0.179 -3.156
C 1.162 -0.060 -3.905
C 2.866 -2.542 -1.207
C 3.065 -3.320 -2.310
C 4.359 -3.825 -2.593
C 5.410 -3.570 -1.761
C 5.228 -2.797 -0.584
C 6.257 -2.586 0.372
C 5.999 -1.909 1.527
C 4.724 -1.339 1.775
C 3.733 -1.467 0.848
C 3.956 -2.253 -0.327
H -0.906 0.319 4.663
H -0.214 0.765 3.109
H -0.227 1.942 4.418
H 1.350 0.668 5.716
H 1.337 -1.493 3.582
H 0.550 -1.607 5.161
H 2.321 -1.473 5.055
H 2.954 2.045 5.779
H 4.884 3.274 4.835
H 5.376 3.071 2.433
H 3.452 1.090 -0.015
H 6.275 1.954 0.764
H 5.755 1.537 -0.875
H 5.766 0.305 0.391
H 4.701 3.838 0.360
H 2.950 3.584 0.389
H 3.867 3.196 -1.068
H -1.125 -2.420 -5.794
H -1.438 -4.855 -5.516
H -0.903 -5.927 -3.364
H 0.620 -4.103 -0.488
H 0.318 -6.846 -1.795
H 1.031 -6.499 -0.213
H 1.818 -5.906 -1.687
H -1.920 -5.706 -0.983
H -1.832 -4.081 -0.270
H -1.139 -5.454 0.596
H -0.568 -0.436 -5.091
H -1.016 0.000 -2.105
H -2.275 -0.124 -3.350
H -1.154 1.252 -3.349
H 1.453 -0.003 -2.856
H 1.217 0.949 -4.324
H 1.883 -0.692 -4.432
H 2.243 -3.549 -2.975
H 4.505 -4.432 -3.480
H 6.394 -3.974 -1.978
H 7.246 -2.988 0.178
H 6.781 -1.781 2.266
H 4.550 -0.783 2.686
Cl -1.077 -5.403 4.023
C -1.028 -3.935 3.065
C -2.103 -3.060 3.075
C -2.052 -1.921 2.296
C -0.938 -1.620 1.485
O -0.970 -0.553 0.712
C 0.164 -2.491 1.530
C 1.446 -2.275 0.804
O 1.907 -0.546 -0.431
C 0.089 -3.647 2.313
H -2.967 -3.265 3.696
H -2.866 -1.202 2.314
H 2.070 -3.136 1.019
H 0.933 -4.329 2.341
Br 0.058 2.960 0.137
C -3.547 3.581 -0.907
C -4.323 2.738 0.101
S -3.317 1.355 0.743
O -4.088 0.860 1.933
C -3.707 0.218 -0.644
C -4.970 -0.577 -0.366
H -4.208 4.281 -1.424
H -3.061 2.956 -1.663
H -2.759 4.145 -0.411
H -5.239 2.315 -0.321
H -4.586 3.308 0.993
H -2.837 -0.432 -0.736
H -3.785 0.828 -1.548
H -4.886 -1.093 0.589
H -5.120 -1.320 -1.152
H -5.855 0.060 -0.318
*
```

Computed, not measured: a molecular structure, C47H54ClLaN4O5S at a distorted geometry, with ωB97M-V/def2-TZVPD.

## Properties
Frontier orbital gap (eV): 6.58
HOMO (eV): -2.601
F_max (eV/Å): 2.672

Geometry as ORCA input:
```
! wB97M-V def2-TZVPD RIJCOSX def2/J DEFGRID3
* xyz -2 1
La -1.785 -1.162 0.649
C 4.753 -1.200 -2.632
C 4.314 -1.024 -1.208
C 5.424 -0.422 -0.399
C 3.845 -2.316 -0.625
C 4.788 -3.209 -0.236
C 4.465 -4.407 0.335
C 3.152 -4.699 0.543
C 2.156 -3.855 0.175
C 0.792 -4.320 0.417
C 0.396 -5.310 -0.637
C 0.630 -4.914 1.786
C 2.432 -2.621 -0.454
N 1.418 -1.771 -0.875
C 1.285 -1.701 -2.145
C 0.651 -0.810 -3.044
C 0.748 -1.078 -4.421
C 0.205 0.038 -5.088
C -0.196 0.895 -4.088
N 0.070 0.398 -2.868
C -0.717 2.234 -4.327
C 0.458 3.150 -4.475
C -1.598 2.727 -3.226
C -1.523 2.255 -5.582
H 5.204 -0.258 -3.017
H 3.887 -1.459 -3.276
H 5.505 -2.012 -2.709
H 3.483 -0.335 -1.182
H 6.371 -0.981 -0.507
H 5.130 -0.410 0.672
H 5.602 0.621 -0.737
H 5.840 -2.969 -0.403
H 5.248 -5.112 0.630
H 2.888 -5.648 1.008
H 0.133 -3.470 0.349
H 1.119 -6.147 -0.677
H 0.370 -4.827 -1.635
H -0.607 -5.713 -0.410
H 1.116 -5.903 1.856
H 1.075 -4.233 2.541
H -0.447 -5.028 2.005
H 1.830 -2.487 -2.737
H 1.181 -1.990 -4.860
H 0.117 0.167 -6.176
H 1.081 3.097 -3.578
H 0.113 4.202 -4.628
H 1.077 2.840 -5.350
H -0.983 2.991 -2.337
H -2.340 1.943 -2.941
H -2.139 3.638 -3.563
H -0.915 1.958 -6.463
H -1.916 3.279 -5.770
H -2.387 1.550 -5.484
C -5.752 5.710 1.181
C -5.138 4.416 1.569
C -5.128 4.014 2.893
C -4.640 2.761 3.245
C -4.134 1.904 2.279
C -4.093 2.322 0.967
C -4.606 3.572 0.621
S -3.519 0.278 2.834
O -4.116 0.139 4.157
O -2.055 0.421 2.851
N -3.860 -0.878 1.835
C -5.143 -0.816 1.176
C -4.980 -0.498 -0.351
O -6.019 -0.451 -1.025
O -3.799 -0.281 -0.760
H -5.484 6.497 1.900
H -6.848 5.614 1.166
H -5.424 6.008 0.177
H -5.520 4.681 3.662
H -4.647 2.420 4.278
H -3.697 1.693 0.229
H -4.603 3.881 -0.427
H -5.791 -0.027 1.617
H -5.681 -1.779 1.277
O -0.839 1.066 0.016
C -0.427 2.201 0.774
C 0.870 2.764 0.389
C 1.475 3.745 1.178
C 2.700 4.241 0.791
C 3.288 3.740 -0.364
C 2.585 2.770 -1.095
N 1.413 2.311 -0.729
H -0.476 1.026 -0.906
H -0.386 1.892 1.853
H -1.189 3.025 0.701
H 0.985 4.082 2.094
H 3.213 4.992 1.394
H 4.278 4.086 -0.670
H 2.994 2.332 -2.022
Cl -2.938 -4.105 1.285
C -2.688 -3.272 -0.309
H -3.722 -3.196 -0.713
H -2.165 -4.040 -0.923
C 3.189 0.630 3.525
C 2.681 0.653 2.214
C 1.606 -0.146 1.879
C 0.978 -0.984 2.832
C -0.201 -1.747 2.491
C -0.734 -2.490 3.529
C -0.178 -2.527 4.816
C 0.941 -1.806 5.120
C 1.528 -1.008 4.138
C 2.626 -0.198 4.453
H 4.034 1.275 3.791
H 3.140 1.305 1.485
H 1.217 -0.156 0.867
H -1.645 -3.086 3.373
H -0.662 -3.123 5.592
H 1.375 -1.812 6.125
H 3.014 -0.225 5.476
*
```

E (eV)
-125929.866 -239110.278 -189768.545 -90033.683